[1]
DFT (ωB97M-V/def2-TZVPD) results for 3 unconnected molecules or ions with the total composition C5H12BrN.

Element x y z (Å)
C1 1.9846 -1.0930 0.8003
C2 1.3200 -1.8567 -1.4745
C3 -2.7364 1.2000 0.5509
C4 -0.7489 1.1049 -0.6848
C5 1.9437 -0.9065 -0.5049
N1 -1.3114 1.1963 0.4302
Br1 0.3486 1.7969 3.0127
H1 -0.3889 1.4574 1.7992
H2 1.5582 -1.9719 1.2569
H3 2.4364 -0.3822 1.4710
H4 1.9833 -2.0363 -2.3212
H5 0.3889 -1.4432 -1.8702
H6 1.0935 -2.8087 -0.9969
H7 -3.0251 0.4371 1.2716
H8 -3.0322 2.1689 0.9536
H9 -3.2462 1.0286 -0.4022
H10 0.3284 1.1257 -0.7185
H11 -1.2878 1.0053 -1.6296
H12 2.3913 -0.0228 -0.9434

The expectation value of S² is 2.007. As for the spin multiplicity: 3. The relative energy (zero: lowest compared OMol25 entry of this formula, charge and spin) comes out at 105.3 kJ/mol. The charge is 0. For the LUMO energy (spin up / spin down), the calculation gives 0.8 / -3.8 eV. Its HOMO-LUMO gap (spin up / spin down) is 0.279 / 0.211 Ha. The largest force on an atom is 13.6 eV Å⁻¹. Its HOMO energy (spin up / spin down) is -6.7 / -9.6 eV.



[2]
DFT (ωB97M-V/def2-TZVPD) results for a molecular structure, C20H31S4Sc.

Element x y z (Å)
Sc1 0.4573 1.0406 -0.1054
C1 -3.2010 0.3495 -0.2060
C2 -2.9956 1.1546 -1.4643
S1 -1.4013 2.1166 -1.5600
C3 -2.1350 3.6414 -0.6990
C4 -2.2155 3.5305 0.8044
S2 -0.6284 3.0374 1.5350
C5 -1.2721 2.3017 2.9920
C6 -0.3214 1.2806 3.6003
S3 0.5867 0.2212 2.3447
C7 -0.6625 -1.1806 2.5528
C8 -1.9219 -1.0980 1.7725
S4 -1.7072 -0.6459 0.0619
H1 -3.9532 -0.4201 -0.3286
H2 -3.4034 0.9591 0.6641
H3 -3.8241 1.8564 -1.6508
H4 -2.9679 0.4661 -2.3075
H5 -3.1522 3.7889 -1.0933
H6 -1.4546 4.5034 -0.8964
H7 -3.0287 2.8455 1.1254
H8 -2.4313 4.4946 1.2515
H9 -2.2292 1.8348 2.8180
H10 -1.5303 3.0246 3.7876
H11 -0.8562 0.6176 4.3494
H12 0.4868 1.8372 4.1395
H13 -0.8754 -1.2643 3.6300
H14 -0.0510 -2.0304 2.2349
H15 -2.6395 -0.4303 2.2829
H16 -2.4017 -2.0989 1.7775
C9 3.4930 0.4057 -1.6702
C10 2.7150 1.0208 -2.6766
C11 2.0110 2.2047 -2.3515
C12 2.0052 2.7158 -1.0186
C13 2.9343 2.1919 -0.0984
C14 3.7106 1.0644 -0.4470
H17 4.0353 -0.5355 -1.8350
H18 2.7498 0.7169 -3.7099
H19 1.4960 2.7425 -3.1633
H20 1.5390 3.6793 -0.8225
H21 3.0898 2.6985 0.8915
H22 4.5492 0.7621 0.2135
C15 1.1501 -3.5045 -2.5999
C16 1.1672 -3.5696 -1.0691
C17 0.0009 -4.4008 -0.5273
C18 2.4853 -4.0335 -0.4806
C19 0.8974 -2.2315 -0.5538
C20 0.7064 -1.0415 -0.3387
H23 1.0291 -4.5162 -3.0206
H24 2.0390 -3.0564 -3.0068
H25 0.2940 -2.9096 -2.9407
H26 0.1184 -5.4621 -0.8125
H27 -0.8799 -4.0094 -1.0009
H28 -0.0878 -4.2286 0.5655
H29 2.7030 -5.0961 -0.7395
H30 2.4856 -3.9179 0.6261
H31 3.2930 -3.4231 -0.8261

As for the spin multiplicity: 1. The relative energy (zero: lowest compared OMol25 entry of this formula, charge and spin) comes out at 34.6 kJ/mol. The charge is +2. For the LUMO energy, the calculation gives -7.0 eV. Its HOMO-LUMO gap is 0.272 Ha. The largest force on an atom is 2.6 eV Å⁻¹. Its HOMO energy is -14.4 eV.



[3]
DFT (ωB97M-V/def2-TZVPD) results for a molecular structure, C47H53Cl2KN11O3S.

Element x y z (Å)
K1 -0.2931 0.1207 -0.0428
Cl1 -6.6020 0.3145 5.2057
C1 -5.1438 0.3157 4.2479
C2 -4.8855 1.4216 3.4138
C3 -3.7177 1.4399 2.6987
N1 -3.2490 2.3182 1.7111
C4 -3.9944 3.2391 1.0820
O1 -5.1055 3.6058 1.4640
C5 -3.4829 3.8612 -0.1993
C6 -2.7385 5.0366 -0.1629
C7 -2.4626 5.6874 -1.3503
C8 -2.9517 5.1514 -2.5332
C9 -3.6865 3.9782 -2.4620
N2 -3.9552 3.3375 -1.3278
C10 -2.7396 0.3885 2.7541
C11 -3.0684 -0.7326 3.5365
C12 -4.2485 -0.7346 4.2756
Cl2 -4.5590 -2.1438 5.2716
N3 -1.6741 0.5822 1.9793
C13 -1.7514 1.9702 1.4579
O2 -1.3689 2.1996 0.2214
C14 -0.9364 2.8660 2.4286
C15 -1.4464 3.9820 3.0923
C16 -0.6037 4.7530 3.8771
C17 0.7307 4.3979 3.9876
C18 1.1478 3.2614 3.3091
N4 0.3507 2.5092 2.5603
H1 -5.6004 2.2227 3.3248
H2 -2.3850 5.4172 0.7859
H3 -1.8807 6.6013 -1.3540
H4 -2.7682 5.6198 -3.4916
H5 -4.0794 3.5278 -3.3691
H6 -2.4356 -1.6063 3.5500
H7 -2.4964 4.2278 3.0169
H8 -0.9929 5.6160 4.4051
H9 1.4292 4.9650 4.5892
H10 2.1848 2.9376 3.3792
C19 -2.5778 -2.0258 -0.2725
N5 -1.8603 -3.0126 -1.0609
C20 -1.5407 -4.2222 -0.3271
C21 -1.1250 -2.6424 -2.1633
N6 -0.7597 -1.4144 -2.3156
C22 -0.4339 -0.8822 -3.5687
C23 -1.2063 -1.1198 -4.7074
C24 -0.9265 -0.5056 -5.9197
C25 0.1405 0.3745 -6.0130
C26 0.9039 0.6423 -4.8852
C27 0.6260 0.0446 -3.6573
N7 1.4335 0.2876 -2.5288
C28 1.6372 1.4952 -2.0935
N8 0.8765 2.5911 -2.3747
C29 1.3719 3.9437 -2.2056
C30 -0.5530 2.5262 -2.6526
N9 2.6913 1.7280 -1.2260
C31 2.3660 2.3314 0.0678
C32 3.7401 0.7289 -1.1470
N10 -0.8168 -3.6936 -3.0096
C33 0.3814 -3.6986 -3.8187
C34 -1.7998 -4.6954 -3.3541
H11 -3.4980 -2.4764 0.1067
H12 -2.8365 -1.1652 -0.8853
H13 -2.0119 -1.6884 0.6028
H14 -2.4416 -4.8108 -0.1299
H15 -1.0901 -3.9645 0.6382
H16 -0.8369 -4.8334 -0.8862
H17 -2.0566 -1.7878 -4.6228
H18 -1.5478 -0.7103 -6.7831
H19 0.3735 0.8598 -6.9530
H20 1.7353 1.3369 -4.9393
H21 2.4585 3.9515 -2.1848
H22 0.9856 4.4016 -1.2893
H23 1.0270 4.5441 -3.0517
H24 -0.9481 1.5480 -2.4095
H25 -0.7664 2.7543 -3.7013
H26 -1.0620 3.2262 -1.9905
H27 1.3226 2.6442 0.1045
H28 2.9982 3.1983 0.2816
H29 2.5012 1.5909 0.8621
H30 4.0488 0.4270 -2.1460
H31 3.4219 -0.1651 -0.5986
H32 4.5942 1.1719 -0.6316
H33 1.1256 -3.0395 -3.3786
H34 0.1885 -3.3952 -4.8538
H35 0.7912 -4.7141 -3.8259
H36 -2.7124 -4.5382 -2.7853
H37 -1.4289 -5.7060 -3.1499
H38 -2.0394 -4.6371 -4.4230
N11 1.4176 -1.9082 0.5369
S1 2.1414 -1.4198 1.8469
C35 3.7067 -2.2651 2.0083
C36 4.4095 -2.2621 3.2083
C37 5.6720 -2.8317 3.2564
C38 6.2274 -3.3923 2.1118
C39 5.5196 -3.3829 0.9192
C40 4.2523 -2.8148 0.8564
C41 1.3075 -1.9242 3.3380
C42 1.3186 -3.2322 3.8119
C43 0.5601 -3.5465 4.9267
C44 -0.1908 -2.5581 5.5585
C45 -0.1939 -1.2589 5.0767
C46 0.5485 -0.9330 3.9464
H39 1.3949 -2.9270 0.4667
H40 3.9623 -1.8320 4.0967
H41 6.2231 -2.8408 4.1886
H42 7.2151 -3.8347 2.1525
H43 5.9528 -3.8163 0.0262
H44 3.6967 -2.7814 -0.0770
H45 1.9263 -3.9849 3.3218
H46 0.5504 -4.5602 5.3075
H47 -0.8008 -2.8113 6.4164
H48 -0.8099 -0.5037 5.5456
H49 0.4933 0.0630 3.5149
C47 3.5687 -2.0831 -3.5042
O3 2.8465 -2.2490 -2.3040
H50 3.7257 -3.0671 -3.9528
H51 4.5551 -1.6327 -3.3332
H52 3.0287 -1.4611 -4.2257
H53 2.3710 -1.4075 -2.1180

As for the spin multiplicity: 1. The relative energy (zero: lowest compared OMol25 entry of this formula, charge and spin) comes out at 112.0 kJ/mol. The charge is -1. For the LUMO energy, the calculation gives 1.9 eV. Its HOMO-LUMO gap is 0.188 Ha. The largest force on an atom is 1.1 eV Å⁻¹. Its HOMO energy is -3.2 eV.



[4]
DFT (ωB97M-V/def2-TZVPD) results for a molecular structure, C23H27Cl3N3OV.

Element x y z (Å)
V1 0.2567 -0.2290 -0.5853
Cl1 0.5735 -7.2472 0.2190
C1 0.2590 -5.5643 0.2518
C2 1.0164 -4.7169 -0.5461
C3 0.7187 -3.3801 -0.4676
Cl2 1.5848 -2.1470 -1.3954
C4 -0.2625 -2.8553 0.3494
O1 -0.3725 -1.4730 0.3283
C5 -1.0051 -3.7089 1.1216
Cl3 -2.2470 -3.0860 2.1301
C6 -0.7408 -5.0677 1.0730
H1 1.8049 -5.0965 -1.1857
H2 -1.3261 -5.7433 1.6842
C7 2.9147 1.3216 2.4585
C8 1.9022 0.2533 1.9999
C9 2.5484 -1.1399 2.1421
C10 1.5639 0.4497 0.5306
C11 0.6014 0.3964 2.8078
C12 0.0866 -0.6207 3.5966
C13 -1.0960 -0.4349 4.3073
C14 -1.7872 0.7631 4.2272
C15 -1.2875 1.7894 3.4315
C16 -0.1041 1.6035 2.7320
H3 3.8544 1.2187 1.9055
H4 3.1259 1.1935 3.5210
H5 2.5393 2.3365 2.3139
H6 3.4365 -1.2112 1.5102
H7 1.8662 -1.9472 1.8743
H8 2.8644 -1.2776 3.1760
H9 2.2184 1.1824 0.0362
H10 0.6008 -1.5719 3.6729
H11 -1.4728 -1.2336 4.9369
H12 -2.7001 0.9055 4.7905
H13 -1.8043 2.7407 3.3846
H14 0.3089 2.4333 2.1621
C17 -2.2979 3.3861 -1.5605
C18 -2.1832 2.1648 -0.6704
N1 -0.7891 1.6531 -0.8087
C19 -0.3700 1.4620 -2.1595
N2 0.6785 0.6292 -2.2326
C20 1.2507 0.3974 -3.5799
C21 0.1337 0.3222 -4.6027
C22 -0.6792 1.6008 -4.5607
N3 -1.0072 1.9879 -3.1672
C23 -2.1163 2.9647 -3.0064
H15 -1.5323 4.1110 -1.2754
H16 -3.2630 3.8715 -1.4396
H17 -2.8710 1.3799 -0.9732
H18 -2.3503 2.3778 0.3783
H19 -0.1563 2.2895 -0.3422
H20 1.8370 -0.5099 -3.5666
H21 1.9282 1.2195 -3.8037
H22 -0.5019 -0.5374 -4.3801
H23 0.5386 0.1839 -5.6044
H24 -1.6214 1.4769 -5.0890
H25 -0.1469 2.4321 -5.0207
H26 -3.0205 2.4865 -3.3806
H27 -1.9001 3.8149 -3.6491

As for the spin multiplicity: 1. The relative energy (zero: lowest compared OMol25 entry of this formula, charge and spin) comes out at 20.5 kJ/mol. The charge is +2. For the LUMO energy (spin up / spin down), the calculation gives -6.8 / -6.8 eV. Its HOMO-LUMO gap (spin up / spin down) is 0.273 / 0.273 Ha. The largest force on an atom is 3.2 eV Å⁻¹. Its HOMO energy (spin up / spin down) is -14.2 / -14.3 eV.



[5]
DFT (ωB97M-V/def2-TZVPD) results for 2 unconnected molecules or ions with the total composition C2H2NOS2.

Element x y z (Å)
C1 -0.1545 -1.7343 -0.0208
C2 -1.0762 0.5856 -0.2062
N1 -0.7992 -0.5606 0.1016
O1 0.1264 -2.2594 -1.0468
S1 -2.0508 1.7502 -0.4320
S2 1.3347 2.3089 -0.0335
H1 0.2069 -2.2662 0.9696
H2 2.4126 2.1759 0.6681

As for the spin multiplicity: 1. The relative energy (zero: lowest compared OMol25 entry of this formula, charge and spin) comes out at 172.3 kJ/mol. The charge is -1. For the LUMO energy, the calculation gives 3.0 eV. Its HOMO-LUMO gap is 0.225 Ha. The largest force on an atom is 2.9 eV Å⁻¹. Its HOMO energy is -3.1 eV.